Entry from OMol25: a structure of composition F8KN4O16S8 in a non-equilibrium geometry (the ωB97M-V functional and the def2-TZVPD basis).

Structure (XYZ):
```
37
F8KN4O16S8 | OMol25 | the ωB97M-V functional and the def2-TZVPD basis
K -0.14457 0.20704 0.28258
N -5.44198 -0.64225 0.55505
S -5.21395 -1.22814 1.97829
O -4.59392 -0.33149 2.92039
O -4.88803 -2.62811 2.11644
F -6.78017 -1.28161 2.42649
S -4.00264 -1.13149 -0.10001
O -4.18088 -2.35878 -0.83098
O -2.76189 -0.91271 0.60771
F -4.03727 -0.00011 -1.21872
N 2.01682 -0.38932 4.34106
S 1.49136 0.97898 3.50725
O 1.97452 2.27286 3.89127
O 0.09824 0.90000 3.13167
F 2.36790 0.66952 2.20656
S 1.87959 0.10657 5.80545
O 0.52206 0.50452 6.13539
O 2.96664 0.82628 6.38294
F 2.04935 -1.36258 6.48245
N -1.57558 1.90078 -4.02115
S -0.65297 2.74837 -2.94977
O 0.52006 2.14577 -2.38793
O -1.42845 3.64197 -2.13358
F -0.02628 3.73421 -4.09844
S -1.27587 0.44603 -3.62246
O -1.37735 0.18381 -2.20088
O -0.19288 -0.12859 -4.37670
F -2.65442 -0.18425 -4.17215
N 3.97395 -0.72688 -3.30392
S 3.29642 0.01716 -1.91009
O 4.18708 0.34141 -0.82413
O 1.95166 -0.30071 -1.52615
F 3.24163 1.44150 -2.68694
S 4.50204 -2.00153 -2.59421
O 3.59910 -2.76089 -1.77449
O 5.84647 -1.85213 -2.11473
F 4.74422 -2.84516 -3.92356
```

Properties
Kohn-Sham gap = 9.11 eV
E = -6007.367241 hartree
Total charge = -3

---

Entry from OMol25: the molecule C4H5NO (the ωB97M-V functional and the def2-TZVPD basis).

Structure (XYZ):
```
11
C4H5NO | OMol25 | the ωB97M-V functional and the def2-TZVPD basis
C -1.54421 0.05569 -0.08685
C -0.09873 -0.19582 -0.48978
C 0.88632 0.36163 0.50087
O 0.63277 1.17453 1.35387
C 2.27369 -0.15918 0.39756
N 3.34518 -0.58581 0.33893
H -1.76527 -0.42127 0.87104
H -2.22971 -0.35084 -0.83321
H -1.74692 1.12228 0.01891
H 0.13645 0.26200 -1.46063
H 0.11042 -1.26321 -0.61071
```

Properties
Kohn-Sham gap = 10.94 eV
E = -285.388787 hartree
Structure (SMILES) = CCC(=O)C#N

---

Entry from OMol25: a structure of composition C39H67F2NO14S6 in a non-equilibrium geometry (the ωB97M-V functional and the def2-TZVPD basis).

Structure (XYZ):
```
129
C39H67F2NO14S6 | OMol25 | the ωB97M-V functional and the def2-TZVPD basis
C 0.44985 -0.28589 2.57290
C 0.16785 -0.19789 1.11190
O -0.15915 -1.19489 0.51790
N 0.14685 1.12311 0.47290
H -0.30515 1.82911 1.08390
H 1.00185 1.64611 0.51590
C -0.41015 1.08511 -0.88510
H 1.05185 0.71811 2.88490
H 1.19085 -1.01189 2.74790
H -0.42415 -0.40889 3.20290
H -0.02515 0.40611 -1.42610
H -0.46015 2.02511 -1.24810
H -1.43715 0.59411 -0.62610
O -0.99215 2.97711 1.91090
H -1.61715 3.63111 2.17190
F -1.33815 -1.16889 -3.10910
C -2.25715 -2.02089 -2.64610
C -1.84015 -3.35489 -2.67310
C -2.81015 -4.24389 -2.34210
C -3.97715 -3.96289 -1.55310
C -4.41715 -2.54389 -1.53910
C -3.38415 -1.61189 -1.97310
H -1.10315 -3.74389 -3.43310
H -2.64215 -5.17489 -2.70010
H -4.51215 -4.57589 -1.16010
H -5.36115 -2.10889 -0.91410
H -3.42915 -0.55389 -2.13110
F 1.46285 -4.10889 -1.48010
C 2.42985 -4.27489 -0.49810
C 1.93485 -3.84989 0.92490
C 2.73085 -4.19089 1.96190
C 4.02185 -4.81289 1.77290
C 4.28485 -5.21089 0.50990
C 3.57385 -4.92489 -0.65510
H 1.00185 -3.39689 0.74390
H 2.60485 -3.94889 2.90590
H 4.84785 -4.85689 2.63990
H 5.12285 -5.99789 0.43990
H 3.83085 -5.19489 -1.71710
C -1.82515 1.69411 -7.13310
C -2.54915 0.29911 -6.88710
C -2.48115 0.05311 -5.54010
S -2.29415 1.58111 -4.62710
O -1.10515 1.67311 -3.74610
O -3.56315 1.82611 -4.00010
C -2.12815 2.73611 -6.00010
H -2.34315 1.84111 -8.10810
H -0.71615 1.61111 -7.24810
H -2.30215 -0.69389 -7.61010
H -3.64415 0.65711 -7.06010
H -1.53115 -0.44189 -5.34510
H -3.11915 -0.79789 -5.17110
H -1.32515 3.41611 -5.86210
H -2.99115 3.35411 -5.95910
C -2.96915 4.90011 -2.76810
C -2.44615 5.05211 -1.23610
C -3.53515 5.69211 -0.63410
S -3.97115 7.03811 -1.59610
O -3.06415 8.21111 -1.48110
O -5.34515 7.15411 -1.39110
C -3.51915 6.20111 -3.11910
H -3.74115 4.20911 -2.80810
H -2.31115 4.45711 -3.41110
H -1.64715 5.60711 -1.30510
H -2.40715 4.10311 -0.62210
H -3.22215 6.20811 0.14390
H -4.33415 5.08311 -0.42810
H -2.80615 6.75811 -3.73910
H -4.52815 6.19311 -3.56410
C 4.43985 3.14811 3.87690
C 3.04285 3.46311 4.17490
C 2.35685 3.82311 3.00890
S 3.24885 3.13511 1.60190
O 3.71885 4.18611 0.73790
O 2.58685 1.96811 1.08390
C 4.48685 2.33711 2.51090
H 5.15485 2.68411 4.71590
H 4.90485 4.18111 3.68190
H 2.97485 4.15411 5.04190
H 2.59785 2.69011 4.55390
H 2.19185 4.87411 2.97890
H 1.24885 3.45611 2.98390
H 5.33285 2.67211 2.09990
H 4.41185 1.26011 2.64290
C 2.95685 2.72011 -6.20010
C 3.92885 3.10611 -5.02810
C 3.85885 2.22811 -3.91310
S 2.13685 1.87811 -3.78110
O 1.62785 3.04811 -3.05210
O 2.03985 0.61911 -3.15110
C 1.82485 1.93811 -5.49010
H 3.48385 1.96211 -6.89610
H 2.54485 3.49811 -6.71410
H 3.64285 4.06011 -4.70210
H 4.96485 2.91011 -5.37510
H 4.31885 2.68611 -2.93010
H 4.36685 1.08711 -3.96410
H 0.80685 2.43811 -5.59010
H 1.58585 0.98111 -6.00710
C 0.00885 -3.60089 7.44490
C -0.18315 -2.12989 6.95490
C 1.02185 -1.44589 6.86190
S 2.11785 -2.58089 6.31190
O 3.42785 -2.32089 6.82190
O 1.91285 -2.54989 4.86490
C 1.37385 -4.04589 7.05990
H -0.82015 -4.33289 7.11190
H 0.07185 -3.59289 8.44290
H -1.07315 -1.57989 7.46090
H -0.59815 -2.08289 5.81590
H 0.98285 -1.49489 7.87190
H 0.90385 -0.34589 6.36490
H 1.86985 -4.45789 7.90490
H 1.37985 -4.79789 6.34790
C -0.76215 -5.70989 2.75390
C -1.59315 -4.86789 1.78190
C -2.78515 -4.37989 2.41590
S -2.21015 -3.88889 4.01790
O -3.15715 -4.11989 5.08590
O -1.67015 -2.58389 3.80590
C -0.81415 -4.92389 4.13890
H 0.21985 -5.68289 2.19690
H -1.20115 -6.64089 2.81290
H -1.77515 -5.38689 0.89390
H -1.02615 -4.10289 1.48990
H -3.50115 -5.10289 2.59490
H -3.16815 -3.51389 2.07690
H -1.03215 -5.32889 5.02990
H 0.10285 -4.37889 4.23690
```

Properties
Kohn-Sham gap = 7.44 eV
E = -5222.477681 hartree

---

Entry from OMol25: the ion C7H10N3 with charge +1 in a non-equilibrium geometry (the ωB97M-V functional and the def2-TZVPD basis).

Structure (XYZ):
```
20
C7H10N3 | OMol25 | the ωB97M-V functional and the def2-TZVPD basis
N -2.28861 -0.11452 -0.36364
C -1.01241 0.48536 -0.44715
C -0.29869 0.29188 0.91346
N -0.96753 -0.13665 1.96867
C 1.15696 0.07572 0.70917
C 1.20458 -1.26342 0.06804
C 0.56894 -1.26140 -1.06715
N -0.01350 0.12818 -1.49361
C 1.02171 1.06567 -1.41298
C 1.63178 1.14134 -0.25204
H -2.16045 -1.15039 -0.24782
H -3.06681 0.11099 -0.92744
H -1.08381 1.50826 -0.67742
H -0.41647 -0.18991 2.82189
H -1.94820 -0.34729 2.16550
H 1.79092 0.26801 1.67459
H 1.88765 -2.04880 0.42497
H 0.68141 -2.15312 -1.66976
H 0.99287 1.69350 -2.32425
H 2.31965 1.89659 0.13697
```

Properties
Kohn-Sham gap = 8.84 eV
E = -436.650979 hartree
Structure (SMILES) = N[C@H]1C(=[NH2+])C2C=CN1C=C2
Total charge = +1